Record 1
82
Properties=species:S:1:pos:R:3:forces:R:3 method="wB97M-V/def2-TZVPD" relative_energy_ev=0.154 total_energy_ha=-7097.1412 multiplicity=2 total_charge=+1 max_force_ev_per_a=2.49 lumo_energy_ev="-2.283 / -5.555"
Cd 0.332 0.995 0.393 0.5 0.7 -0.3
C 2.366 3.885 0.510 -0.3 -2.0 0.3
C 3.259 2.631 0.376 -0.4 0.1 -1.8
O 2.803 1.471 1.111 -0.1 0.8 -0.1
C 3.066 1.501 2.518 0.1 0.1 -0.3
C 1.848 1.870 3.347 -0.4 0.3 0.4
O 0.853 0.849 3.179 -0.5 0.5 -0.5
C -0.432 1.132 3.764 -0.3 -1.2 -0.1
C -1.132 2.391 3.324 -0.5 0.6 -1.3
O -0.924 2.613 1.892 0.2 0.1 0.2
C -0.917 4.008 1.525 -0.3 0.0 1.3
C -0.069 4.325 0.350 2.3 0.5 -0.9
O 1.035 3.409 0.190 0.3 0.3 0.5
H 2.695 4.642 -0.176 0.1 0.4 -0.6
H 2.457 4.277 1.507 -0.4 0.3 0.7
H 4.327 2.895 0.524 -0.6 -0.4 0.4
H 3.143 2.341 -0.700 0.2 -0.1 0.9
H 3.854 2.240 2.684 0.0 -0.1 0.3
H 3.452 0.504 2.790 -0.3 0.4 0.0
H 1.404 2.859 3.070 0.5 -0.6 0.0
H 2.167 1.939 4.408 -0.2 -0.1 -0.4
H -0.322 1.172 4.850 -0.1 0.0 0.1
H -1.108 0.280 3.520 0.9 0.3 0.1
H -0.731 3.244 3.859 -0.1 0.3 0.1
H -2.239 2.313 3.486 1.0 0.0 0.2
H -0.493 4.602 2.345 -0.3 -0.4 0.3
H -1.932 4.374 1.347 -0.1 -0.1 0.1
H 0.389 5.330 0.488 -0.6 -0.4 -0.1
H -0.566 4.328 -0.596 -0.6 -0.2 -0.5
Br -2.898 2.229 -6.523 0.0 0.0 0.2
C -1.204 2.131 -5.659 -0.8 -0.1 -1.1
C -0.082 2.192 -6.479 0.3 0.2 1.1
N 1.106 2.242 -5.910 1.0 0.1 0.5
C 1.232 2.155 -4.571 0.2 -0.6 -0.2
C 0.160 1.941 -3.721 -0.6 0.1 0.0
C -1.116 1.989 -4.304 1.0 0.3 -0.3
C 0.259 1.603 -2.249 0.2 -0.4 -0.2
O 1.336 1.176 -1.745 -0.1 0.3 -0.1
O -0.807 1.654 -1.574 0.0 0.3 0.6
H -0.122 2.246 -7.559 -0.2 0.0 0.0
H 2.241 2.162 -4.150 -0.2 0.1 -0.3
H -2.007 1.975 -3.742 -0.8 -0.3 0.8
C -3.532 -3.251 -0.152 0.3 -0.7 -0.1
Si -2.707 -1.574 -0.087 -1.2 1.2 0.6
C -3.091 -0.650 -1.654 -0.2 0.1 -0.3
C -3.401 -0.495 1.368 -1.2 -1.2 -0.1
Ge -0.351 -1.676 0.218 0.3 -0.8 -0.7
Si 0.349 -2.931 2.096 0.7 0.0 1.8
C 0.391 -4.754 1.646 -0.4 -0.2 -0.4
C -0.903 -2.694 3.514 0.2 0.0 0.8
C 2.039 -2.527 2.897 0.2 -0.1 -1.4
Si 0.541 -2.736 -1.784 1.2 -0.2 -1.0
C -0.270 -4.452 -2.031 -0.3 0.6 0.3
C 0.295 -1.715 -3.346 -1.6 1.6 -0.1
C 2.457 -2.993 -1.697 0.0 0.9 0.3
H -4.547 -3.208 0.251 0.0 0.2 0.0
H -2.995 -3.990 0.470 -0.2 0.1 -0.4
H -3.615 -3.605 -1.204 0.2 0.1 0.7
H -4.179 -0.520 -1.706 0.1 0.0 0.0
H -2.781 -1.150 -2.574 0.0 -0.2 0.1
H -2.639 0.336 -1.696 0.1 0.2 0.2
H -4.504 -0.259 1.277 1.1 -0.4 -0.2
H -2.891 0.445 1.324 0.5 0.7 0.2
H -3.289 -0.987 2.359 0.1 0.4 -0.6
H -0.310 -5.075 0.866 -0.1 0.1 0.3
H 0.226 -5.372 2.536 -0.1 0.2 0.0
H 1.361 -5.037 1.271 0.6 0.0 -0.2
H -1.803 -2.173 3.179 0.0 -0.1 0.2
H -0.494 -2.167 4.437 -0.3 -0.5 -1.3
H -1.200 -3.699 3.872 0.0 0.4 -0.2
H 2.207 -3.281 3.663 -0.1 0.0 0.3
H 2.054 -1.517 3.319 0.0 -0.2 0.0
H 2.877 -2.645 2.165 -0.6 0.2 0.5
H -0.283 -4.654 -3.119 0.2 0.0 0.5
H -1.334 -4.477 -1.704 0.7 -0.2 0.0
H 0.361 -5.177 -1.484 -0.6 0.1 -0.4
H -0.750 -1.270 -3.450 1.0 -0.7 0.3
H 0.446 -2.247 -4.283 0.2 -0.3 0.1
H 0.916 -0.803 -3.376 0.1 -0.5 0.2
H 2.837 -3.127 -0.672 -0.1 0.2 -0.2
H 3.016 -2.150 -2.177 -0.6 -0.4 0.6
H 2.809 -3.859 -2.235 -0.3 -0.5 -0.3

---

Record 2
85
Properties=species:S:1:pos:R:3:forces:R:3 method="wB97M-V/def2-TZVPD" total_energy_ha=-4205.2991 multiplicity=1 total_charge=-1 max_force_ev_per_a=1.63 lumo_energy_ev=1.833
C 1.240 -1.025 4.401 0.3 -0.1 0.2
C 1.883 0.182 3.712 -0.3 -0.2 0.3
C 1.039 0.769 2.584 0.5 0.0 -0.5
C 1.276 0.054 1.219 -0.1 0.8 0.6
C 1.759 1.037 0.151 -0.4 -0.2 -0.2
C 2.018 0.446 -1.269 -0.1 0.1 0.5
C 1.927 -1.081 -1.433 -0.2 0.0 -0.9
C 0.458 -1.591 -1.553 0.4 -0.5 0.9
Al -0.004 -3.083 -0.250 1.1 0.6 0.0
O 1.337 -3.259 0.940 -0.9 0.0 -0.1
P -1.929 -2.433 1.026 -0.6 -1.4 -0.7
O -3.184 -3.112 0.509 -0.2 0.3 -0.1
C -0.544 -4.784 -1.216 -0.3 1.5 0.2
Cl -1.837 -4.558 -2.436 0.2 0.2 0.2
C -0.104 -6.007 -1.085 0.2 -1.1 -0.4
C -0.563 -7.235 -1.797 -0.1 -0.4 0.5
Cl 1.195 -6.332 0.056 -0.1 -0.1 -0.1
H 1.730 -1.196 5.363 0.0 -0.1 0.0
H 1.355 -1.955 3.842 -0.1 0.0 -0.2
H 0.179 -0.873 4.608 0.0 0.1 -0.1
H 2.854 -0.121 3.316 0.1 0.1 0.0
H 2.062 0.939 4.480 -0.1 -0.3 -0.3
H 1.293 1.822 2.442 -0.1 0.0 0.2
H -0.015 0.730 2.864 -0.1 0.1 0.0
H 0.319 -0.371 0.921 0.2 -0.5 -0.2
H 2.051 -0.691 1.373 -0.3 -0.5 -0.2
H 2.639 1.546 0.554 0.1 0.0 -0.1
H 0.988 1.801 0.048 0.1 0.2 0.1
H 2.978 0.829 -1.625 0.1 -0.1 0.0
H 1.255 0.866 -1.929 0.1 0.0 -0.2
H 2.512 -1.626 -0.691 -0.1 0.1 0.2
H 2.398 -1.301 -2.398 0.2 -0.1 0.1
H -0.184 -0.734 -1.327 -0.3 -0.1 -0.3
H 0.263 -1.963 -2.561 -0.1 0.3 -0.2
H 0.972 -3.172 1.832 0.3 -0.1 -0.2
H -1.772 -2.897 2.376 0.2 0.9 0.2
H -2.093 -1.013 1.063 0.1 0.0 0.6
H -0.889 -7.942 -1.029 0.1 -0.2 -0.1
H -1.420 -7.054 -2.436 0.1 0.2 -0.1
H 0.242 -7.693 -2.371 0.0 0.0 0.0
C -3.478 3.818 -0.826 0.0 0.1 0.1
C -3.170 5.278 -0.466 0.0 0.0 0.0
C -2.377 5.270 0.848 -0.3 0.3 -0.2
S -1.502 3.700 0.892 0.1 -0.1 -0.3
O -2.020 2.916 1.981 0.1 0.1 0.1
O -0.091 3.938 0.728 0.0 0.1 0.3
C -2.170 3.058 -0.637 -0.3 0.0 -0.2
H -3.851 3.723 -1.845 0.0 0.0 0.0
H -4.240 3.424 -0.149 0.0 0.0 0.0
H -2.566 5.728 -1.258 0.0 0.0 0.0
H -4.079 5.872 -0.371 0.0 0.0 0.0
H -1.654 6.081 0.894 0.1 -0.1 0.1
H -3.035 5.309 1.714 0.1 -0.1 0.0
H -2.301 1.981 -0.553 0.1 0.0 0.1
H -1.460 3.289 -1.431 0.1 0.0 0.1
C 3.866 5.565 5.669 0.0 -0.1 0.0
C 4.862 4.555 6.257 0.0 0.0 0.0
C 4.264 3.156 6.063 0.3 0.1 0.3
S 3.213 3.258 4.608 0.2 0.4 -0.2
O 1.848 3.062 5.017 0.0 0.1 0.0
O 3.813 2.516 3.534 -0.1 0.0 0.0
C 3.457 5.005 4.311 0.1 0.4 0.2
H 4.305 6.559 5.576 0.0 0.0 0.0
H 2.992 5.642 6.320 0.0 0.0 0.0
H 5.811 4.628 5.721 0.0 0.0 0.0
H 5.064 4.753 7.309 0.0 0.0 0.0
H 5.031 2.404 5.893 -0.1 -0.1 -0.1
H 3.639 2.865 6.905 -0.1 0.0 -0.1
H 2.540 5.439 3.920 0.0 -0.2 -0.1
H 4.262 5.107 3.582 0.0 -0.1 0.0
C -3.193 -4.150 -5.663 -0.1 -0.1 -0.1
C -3.277 -4.869 -7.015 0.0 0.0 0.0
C -3.659 -3.822 -8.068 -0.1 -0.4 -0.1
S -3.031 -2.251 -7.461 0.2 -0.2 0.2
O -4.152 -1.386 -7.183 0.0 0.1 -0.2
O -1.938 -1.819 -8.297 -0.2 0.2 -0.1
C -2.390 -2.879 -5.915 0.0 -0.2 0.3
H -2.724 -4.772 -4.903 0.0 0.1 0.0
H -4.198 -3.895 -5.317 0.0 0.0 0.0
H -2.303 -5.298 -7.259 0.0 0.0 0.0
H -3.998 -5.685 -6.994 0.0 0.0 0.0
H -3.211 -4.032 -9.037 0.0 0.2 0.0
H -4.739 -3.731 -8.173 0.0 0.1 0.0
H -2.510 -2.130 -5.136 0.0 0.1 -0.1
H -1.334 -3.102 -6.061 0.0 0.1 0.0

---

Record 3
86
Properties=species:S:1:pos:R:3:forces:R:3 method="wB97M-V/def2-TZVPD" relative_energy_ev=0.000 total_energy_ha=-6210.4932 multiplicity=3 total_charge=-1 max_force_ev_per_a=1.24 lumo_energy_ev="2.009 / 2.007"
Ti 0.538 -0.179 1.452 0.5 -0.7 -0.6
C 3.061 -2.171 -2.037 0.0 0.0 -0.1
N 3.294 -2.530 -0.663 0.1 0.1 0.2
C 3.723 -3.762 -0.208 0.0 -0.1 0.1
C 3.896 -3.634 1.126 -0.1 -0.1 -0.1
N 3.595 -2.346 1.489 0.2 0.1 -0.2
B 3.784 -1.823 2.950 0.0 0.0 -0.1
N 2.543 -1.062 3.505 -0.1 0.0 -0.1
C 2.676 -0.240 4.602 0.0 0.1 0.0
C 1.472 -0.093 5.193 0.0 0.1 -0.1
N 0.569 -0.816 4.448 0.1 -0.1 0.1
C -0.779 -1.147 4.848 -0.1 0.0 0.0
C 1.224 -1.384 3.383 0.2 -0.8 0.9
S 0.558 -2.639 2.410 -0.1 0.2 0.0
C 3.246 -1.668 0.388 -0.1 0.0 0.0
S 2.814 -0.020 0.279 0.2 0.2 -0.1
H 2.545 -2.987 -2.543 0.0 0.0 0.0
H 4.001 -1.965 -2.555 0.0 0.0 0.0
H 2.450 -1.270 -2.051 0.0 0.0 0.0
H 3.830 -4.607 -0.864 0.0 0.0 0.0
H 4.172 -4.361 1.866 0.0 0.0 0.0
H 4.730 -1.074 2.988 0.0 0.1 0.0
H 3.961 -2.817 3.620 0.0 -0.1 0.1
H 3.625 0.202 4.848 0.0 0.0 0.0
H 1.157 0.528 6.011 0.0 0.0 0.0
H -1.138 -0.367 5.513 0.0 0.0 0.0
H -0.798 -2.126 5.336 0.0 0.0 0.0
H -1.422 -1.174 3.971 0.0 0.0 0.0
O -1.164 3.177 1.976 -0.1 0.3 -0.2
Se -0.740 1.846 2.783 -0.2 0.4 -0.1
O -1.100 1.872 4.343 -0.1 0.0 0.4
O -1.378 0.483 2.023 -0.1 -0.1 0.2
O 0.879 1.523 2.481 -0.1 0.4 0.3
C -0.925 -5.137 -2.497 0.0 0.0 0.0
C -1.301 -3.964 -1.597 0.1 0.0 0.0
C -0.988 -2.640 -2.274 -0.1 0.1 0.1
S -1.172 -1.126 -1.297 0.1 -0.1 0.0
O -0.153 -1.315 -0.199 -0.4 -0.2 -0.7
C -2.809 -1.328 -0.540 0.1 0.0 0.0
C -2.851 -2.153 0.737 0.0 -0.1 -0.1
C -4.221 -2.033 1.391 0.0 0.0 0.0
H -1.204 -6.086 -2.041 0.0 0.0 0.0
H 0.151 -5.158 -2.678 0.0 0.0 0.0
H -1.425 -5.069 -3.466 0.0 0.0 0.0
H -0.740 -4.018 -0.661 -0.1 0.0 0.0
H -2.363 -4.015 -1.350 0.0 0.0 0.0
H -1.565 -2.491 -3.192 -0.1 0.0 0.0
H 0.071 -2.599 -2.543 0.0 0.0 -0.1
H -3.468 -1.718 -1.322 0.0 0.0 0.0
H -3.110 -0.300 -0.324 0.0 0.0 0.0
H -2.090 -1.787 1.418 0.2 0.1 0.1
H -2.611 -3.200 0.540 -0.1 0.1 0.0
H -4.423 -0.995 1.662 0.0 0.0 0.0
H -4.261 -2.627 2.305 0.0 0.0 0.0
H -5.021 -2.377 0.730 0.0 0.0 0.0
C -2.536 4.549 -2.071 0.0 0.0 0.0
C -2.260 3.658 -0.867 0.0 -0.1 0.1
C -3.461 2.770 -0.557 0.0 0.0 0.0
Sb -0.445 2.440 -0.885 0.0 0.2 -0.2
C 0.956 4.075 -0.495 0.0 0.0 0.1
C 1.297 4.979 -1.673 0.0 0.0 0.0
C 2.235 3.541 0.146 0.0 0.0 0.0
C -0.124 2.357 -3.061 0.0 0.1 0.0
C -1.246 1.691 -3.848 -0.1 0.0 0.0
C 1.196 1.642 -3.325 0.1 0.0 0.0
H -3.333 5.261 -1.833 0.0 0.0 0.0
H -2.872 3.974 -2.936 0.0 0.0 0.0
H -1.666 5.127 -2.379 0.0 0.0 0.0
H -2.073 4.283 0.008 0.0 0.0 0.0
H -3.667 2.082 -1.385 0.0 0.0 0.0
H -4.367 3.367 -0.402 0.0 0.0 0.0
H -3.288 2.183 0.348 0.0 0.0 0.0
H 0.404 4.647 0.255 0.0 0.0 0.0
H 1.870 4.445 -2.434 0.0 0.0 0.0
H 1.923 5.809 -1.328 0.0 0.0 0.0
H 0.421 5.412 -2.157 0.0 0.0 0.0
H 2.786 2.893 -0.543 0.0 0.0 0.0
H 2.028 2.966 1.048 0.0 0.0 0.0
H 2.900 4.369 0.413 0.0 0.0 0.0
H -0.038 3.394 -3.396 0.0 0.0 0.0
H -1.253 0.614 -3.675 0.0 0.0 0.0
H -1.110 1.844 -4.925 0.0 0.0 0.0
H -2.235 2.069 -3.586 0.0 0.0 0.0
H 1.120 0.589 -3.035 0.0 0.0 0.0
H 2.025 2.062 -2.752 0.0 0.0 0.0
H 1.467 1.674 -4.387 0.0 0.0 0.0